Entry 1:
The following is a quantum chemistry calculation of 12 unconnected molecules or ions with the total composition C78H172N8O12 at a distorted geometry, from the Open Molecules 2025 dataset.

Computed properties:
- HOMO energy (eV) = -8.353
- SMILES string = CC1(C)CCCC(C)(C)N1O.CC1(C)CCCC(C)(C)N1O.CC1(C)CCCC(C)(C)N1O.CC1(C)CCCC(C)(C)N1O.CC1(C)CCCC(C)(C)N1O.CC1(C)CCCC(C)(C)N1O.CC1(C)CCCC(C)(C)N1O.CC1(C)CCCC(C)(C)N1O.CC(C)O.CC(C)O.O.O
- HOMO-LUMO gap (hartree) = 0.320
- ΔE to the lowest compared entry with this formula, charge and spin (kcal/mol) = 14.8
- LUMO level (eV) = 0.36
- 2S+1 = 1

Cartesian coordinates (Å):
C -4.15706 2.89172 6.22403
C -2.96577 3.78643 6.09269
C -1.73305 2.82540 6.16968
C -3.11414 4.41258 4.71618
C -2.15395 5.62758 4.64391
C -2.29800 6.61930 5.75183
C -2.12648 5.96378 7.17629
C -0.61489 5.76136 7.39020
C -2.53241 6.94232 8.24095
N -2.99146 4.83377 7.18286
O -2.71795 4.20693 8.42127
H -4.17937 2.34094 7.13355
H -5.05631 3.53354 6.21700
H -4.26135 2.17643 5.40996
H -0.83072 3.40092 6.04031
H -1.60056 2.35172 7.13169
H -1.83750 2.10645 5.38885
H -2.78281 3.69010 3.98501
H -4.16765 4.70881 4.63401
H -1.11528 5.24634 4.62968
H -2.36258 6.00165 3.62092
H -3.26969 7.03426 5.56730
H -1.59467 7.44277 5.65969
H -0.49775 5.49672 8.44417
H -0.11858 6.68555 7.09686
H -0.13234 4.97080 6.86406
H -3.60032 7.14359 8.06148
H -2.04327 7.90857 8.02428
H -2.41216 6.52901 9.21199
H -3.57398 4.14314 8.79779
C 5.55865 0.89061 3.22640
C 6.26751 -0.19577 2.33426
C 6.84016 0.53635 1.11514
C 7.41525 -0.85283 3.15605
C 6.85889 -1.88425 4.12929
C 6.08386 -2.92902 3.43511
C 4.86543 -2.27094 2.61407
C 4.30216 -3.35414 1.70469
C 3.77337 -1.83012 3.55996
N 5.43786 -1.27528 1.77076
O 4.33936 -0.51309 1.12504
H 4.48037 0.91163 3.02629
H 5.79617 0.67072 4.26359
H 6.03156 1.79210 2.95822
H 7.52303 1.30203 1.30786
H 7.39956 -0.08977 0.42218
H 5.99876 0.98511 0.57871
H 8.12917 -1.39194 2.46065
H 7.98846 -0.09150 3.64480
H 7.73174 -2.29074 4.65387
H 6.27430 -1.43785 4.98442
H 5.55053 -3.62128 4.08879
H 6.64955 -3.50975 2.69360
H 3.46689 -2.91460 1.14099
H 3.88595 -4.07622 2.40294
H 5.05784 -3.77688 1.08509
H 3.08711 -1.16117 3.16351
H 4.17904 -1.21812 4.37759
H 3.36591 -2.72587 4.11762
H 4.27428 -0.85905 0.19475
C 4.90930 -4.75864 -4.04296
C 5.98035 -3.73496 -4.58916
C 7.19601 -4.60193 -5.02746
C 5.64438 -2.86559 -5.77649
C 4.57156 -1.89925 -5.57195
C 5.17721 -0.88672 -4.51949
C 5.75427 -1.57860 -3.22288
C 6.60586 -0.57145 -2.50529
C 4.59166 -1.82364 -2.25613
N 6.56346 -2.73116 -3.54694
O 7.05470 -3.30318 -2.38135
H 4.44288 -5.15784 -4.93673
H 5.43879 -5.53852 -3.43599
H 4.10258 -4.26131 -3.55512
H 7.81161 -4.89316 -4.20434
H 6.85443 -5.50755 -5.54886
H 7.78597 -4.04787 -5.71952
H 6.57622 -2.38530 -6.11165
H 5.38674 -3.56093 -6.64404
H 4.26984 -1.36428 -6.47438
H 3.70770 -2.44444 -5.15286
H 4.41943 -0.14258 -4.13561
H 5.95008 -0.39453 -5.04464
H 6.04443 0.39681 -2.38734
H 7.56601 -0.42723 -3.00060
H 6.84282 -0.96545 -1.51334
H 4.13868 -0.87966 -1.99887
H 4.92757 -2.34896 -1.32956
H 3.72092 -2.35671 -2.65105
H 7.99845 -3.18410 -2.43996
C -8.38072 -0.19634 2.57961
C -6.99886 0.26684 2.11147
C -6.01041 -0.85229 2.73719
C -7.14893 0.30655 0.57594
C -6.04448 1.08346 -0.17183
C -5.83716 2.43689 0.52032
C -5.60682 2.36581 2.05101
C -4.20817 1.80163 2.37502
C -5.69502 3.81261 2.62865
N -6.73038 1.57065 2.59437
O -6.75987 1.51722 4.00545
H -8.78040 -0.98966 1.95493
H -8.41357 -0.42641 3.65309
H -9.11451 0.63106 2.41514
H -6.30969 -1.12311 3.73357
H -5.99218 -1.70474 2.07414
H -5.06147 -0.37286 2.90638
H -7.29898 -0.78598 0.28859
H -8.10165 0.81361 0.31753
H -5.09707 0.53429 -0.14742
H -6.35741 1.20536 -1.22836
H -6.76870 2.93748 0.37674
H -4.94000 2.95249 0.21396
H -4.00305 0.86222 1.86470
H -4.25289 1.55114 3.44471
H -3.50537 2.59307 2.16458
H -6.74271 4.12365 2.57423
H -5.00949 4.48408 2.15420
H -5.39041 3.77245 3.70757
H -5.95730 1.02294 4.24161
C 0.78498 5.31267 -6.89445
C -0.52105 5.66812 -6.23691
C -1.11634 6.69395 -7.22662
C -1.29928 4.27170 -6.06671
C -2.57917 4.43119 -5.18017
C -2.16391 4.99238 -3.81520
C -1.37015 6.28849 -3.96786
C -2.30700 7.45427 -4.25861
C -0.77946 6.58706 -2.63653
N -0.26421 6.13106 -4.87342
O 0.44140 7.38601 -4.99885
H 1.47491 6.17745 -7.03322
H 1.24020 4.48522 -6.36478
H 0.56932 5.04386 -7.98505
H -1.10320 6.13953 -8.16802
H -2.09910 7.17622 -7.15985
H -0.41563 7.55544 -7.18011
H -1.53790 3.79107 -7.02083
H -0.55625 3.66474 -5.59349
H -3.30811 5.06036 -5.65944
H -3.02193 3.47343 -4.99521
H -1.49817 4.27042 -3.32656
H -2.98092 5.17067 -3.09596
H -3.15138 7.53619 -3.50654
H -2.67654 7.26572 -5.28972
H -1.75640 8.37171 -4.24406
H -0.55230 7.61331 -2.50850
H 0.13041 6.06371 -2.55634
H -1.52027 6.36050 -1.80401
H 1.24299 7.20736 -4.53119
C 0.08307 -5.67151 3.01521
C -0.84871 -4.47622 3.45818
C -0.43043 -3.30411 2.63385
C -2.35765 -4.82051 3.26506
C -2.82391 -5.88508 4.25425
C -2.55562 -5.49461 5.69264
C -1.09234 -5.02666 5.94243
C -1.11746 -4.30748 7.29270
C -0.14423 -6.20845 6.20474
N -0.68454 -4.12002 4.89319
O 0.70344 -3.89892 5.11381
H 0.08011 -5.58724 1.96362
H 1.09309 -5.78563 3.40574
H -0.36788 -6.64028 3.15970
H -1.09996 -2.44106 2.74906
H 0.59831 -2.88978 2.77951
H -0.43129 -3.63612 1.56440
H -2.89745 -3.90728 3.34690
H -2.49229 -5.17018 2.25647
H -3.85841 -6.11386 4.16121
H -2.26095 -6.82592 4.11311
H -2.79450 -6.28672 6.41464
H -3.11624 -4.61784 6.02245
H -1.59066 -3.32217 7.10891
H -0.10534 -4.26079 7.75325
H -1.69634 -4.79181 8.05111
H 0.84729 -5.79017 6.38692
H -0.11884 -7.03739 5.46511
H -0.56431 -6.60995 7.15866
H 0.72503 -2.97989 5.35787
C -1.50326 -2.19518 -7.73751
C -1.63318 -2.71203 -6.27987
C -1.26262 -1.62655 -5.26011
C -3.12503 -3.11616 -5.93475
C -3.47145 -4.44694 -6.52810
C -2.44736 -5.51701 -6.03942
C -0.97480 -5.17695 -6.40234
C 0.05790 -6.17072 -5.79679
C -0.83443 -5.33862 -7.93984
N -0.76977 -3.84009 -5.90573
O 0.63017 -3.41868 -6.03898
H -1.87625 -1.17115 -7.73508
H -0.52897 -2.22723 -8.15724
H -2.04015 -2.78204 -8.44160
H -1.10872 -2.06508 -4.25179
H -0.45180 -0.99688 -5.52705
H -2.10165 -0.91793 -5.15952
H -3.23984 -3.11591 -4.85569
H -3.68305 -2.28620 -6.40014
H -4.42293 -4.74466 -6.17267
H -3.49431 -4.44389 -7.59328
H -2.78480 -6.48227 -6.41374
H -2.64452 -5.49641 -4.94670
H 0.27848 -6.08756 -4.74189
H 1.11583 -6.04669 -6.19850
H -0.22901 -7.17419 -6.03066
H -1.27851 -4.66898 -8.63147
H -1.16857 -6.40376 -8.11336
H 0.21722 -5.21944 -8.15645
H 0.82856 -3.26119 -6.96196
C 1.47458 -0.29036 -1.79055
C 0.12481 0.44871 -1.67697
C 0.03403 1.53940 -2.75794
C -1.01427 -0.53835 -1.84811
C -1.40620 -1.30411 -0.51195
C -1.60709 -0.33317 0.61958
C -0.35105 0.48971 0.85132
C -0.59623 1.48001 1.97150
C 0.84346 -0.35501 1.26221
N -0.14756 1.23198 -0.39875
O 0.88790 2.23870 -0.22445
H 1.73006 -0.46830 -2.84413
H 1.37854 -1.28020 -1.27882
H 2.27639 0.22117 -1.16931
H 0.91608 2.19937 -2.74402
H -0.86959 2.11024 -2.65914
H 0.07041 1.03656 -3.72709
H -1.95631 -0.11921 -2.16209
H -0.71825 -1.28458 -2.58836
H -0.61032 -2.02021 -0.29768
H -2.32600 -1.97236 -0.77193
H -1.84388 -0.86488 1.53270
H -2.33287 0.47189 0.40753
H -0.73826 1.02893 2.95827
H 0.22861 2.19076 2.13791
H -1.42907 2.00584 1.64189
H 1.01167 -1.20221 0.56191
H 1.78462 0.16306 1.25036
H 0.73593 -0.85250 2.21455
H 1.80953 1.87963 -0.22783
C 2.13589 3.86404 3.64950
C 2.22762 4.33355 2.20151
C 1.63970 5.74064 2.14054
O 3.47137 4.13879 1.56899
H 2.72024 4.34832 4.37794
H 2.36276 2.77218 3.72187
H 1.12712 3.89344 3.97533
H 1.55457 3.69071 1.58641
H 2.16259 6.41096 2.83909
H 0.56029 5.82948 2.31149
H 1.80803 6.07498 1.11175
H 4.12650 4.83679 1.71200
C 0.88463 -4.75843 -2.46915
C -0.59264 -5.21992 -2.42797
C -1.08569 -5.41267 -0.99581
O -1.42494 -4.25202 -3.06780
H 1.46479 -5.27902 -1.71245
H 0.90858 -3.71139 -2.09753
H 1.33581 -4.70665 -3.44496
H -0.70167 -6.20708 -2.89170
H -0.84956 -4.47681 -0.47257
H -0.47679 -6.12739 -0.45724
H -2.15129 -5.61479 -0.99273
H -1.16725 -4.09066 -4.00726
O 3.99188 1.78300 -0.08592
H 4.00400 1.22399 0.68319
H 3.86682 2.71616 0.21889
O -1.75487 4.40031 0.03527
H -1.38692 3.87409 -0.69946
H -1.44796 3.91285 0.84659

Forces on atoms 1 to 2 (eV/Å):
-1.7 0.7 0.3
1.1 -1.1 0.6

Mulliken atomic charge list, values in e, 5 entries: atom 1 (C): -1.660, atom 2 (C): 1.794, atom 3 (C): -1.617, atom 4 (C): -0.306, atom 5 (C): -0.164

***

Entry 2:
The following is a quantum chemistry calculation of 2 unconnected molecules or ions with the total composition C3H11N5O at a distorted geometry, from the Open Molecules 2025 dataset.

Computed properties:
- HOMO energy (eV) = -7.770
- HOMO-LUMO gap (hartree) = 0.319
- ΔE to the lowest compared entry with this formula, charge and spin (kcal/mol) = 39.3
- LUMO level (eV) = 0.90
- 2S+1 = 1

Cartesian coordinates (Å):
C 0.56678 0.93334 0.49113
C 0.00888 -0.38154 0.53371
C 0.29642 -1.35460 -0.39877
N 1.12521 1.41060 -0.65832
N 0.54818 1.67288 1.62501
N -1.09276 -0.48704 1.43649
N -0.33259 -2.58733 -0.34610
N 1.22249 -1.23539 -1.40423
O -1.37138 1.44562 -0.96669
H -1.89662 2.23739 -1.12482
H 0.10806 1.61444 -1.23650
H 1.63388 2.27437 -0.50441
H 0.53484 2.67559 1.52473
H -0.07420 1.30539 2.33224
H -1.92756 -0.09796 0.99787
H -1.23315 -1.40173 1.83931
H 1.68686 -0.33227 -1.42620
H -1.23979 -2.57064 0.09597
H -0.35603 -3.07111 -1.23197
H 1.79248 -2.05000 -1.57848

Forces on atoms 1 to 2 (eV/Å):
0.5 0.0 0.0
-0.3 0.4 -0.1

natural (NBO) atomic charge list, values in e, 5 entries: atom 1 (C): 0.603, atom 2 (C): -0.138, atom 3 (C): 0.468, atom 4 (N): -0.912, atom 5 (N): -0.777

***

Entry 3:
The following is a quantum chemistry calculation of a molecular structure, C9H21Cl2MoO2P2 at a distorted geometry, from the Open Molecules 2025 dataset.

Computed properties:
- HOMO energy (alpha / beta) (eV) = -21.121 / -21.113
- HOMO-LUMO gap (alpha / beta) (hartree) = 0.244 / 0.242
- ΔE to the lowest compared entry with this formula, charge and spin (kcal/mol) = 0.0
- LUMO level (alpha / beta) (eV) = -14.49 / -14.54
- net charge = +3
- 2S+1 = 3

Cartesian coordinates (Å):
C -2.42665 -2.55219 -0.10713
C -1.22263 -1.88465 0.37338
H -3.23819 -2.58422 0.58003
H -2.03984 -3.51997 -0.41662
H -2.60889 -1.94698 -0.99565
O -0.78948 -1.32222 1.40914
Cl -0.12314 -2.15870 -0.90748
Mo 0.80547 1.20996 -0.19597
P 2.03183 -0.76170 1.15609
C 2.29250 -0.20567 2.92967
C 1.86959 -2.60873 1.42936
H 2.77203 -3.03055 1.90542
H 4.41429 -1.40470 0.84189
H 1.71976 -3.09725 0.45764
H 3.56960 -0.92917 -0.69398
H 1.31859 -0.29134 3.41141
H 0.99892 -2.80326 2.06448
C 3.72028 -0.68349 0.36573
H 3.04517 -0.82531 3.41469
H 4.06726 0.34709 0.45274
H 2.58713 0.84222 2.87620
P -1.29642 1.44487 -1.23362
C -2.17922 2.94136 -0.54905
C -0.70125 2.09971 -2.87485
H -2.39557 -0.41930 -2.39989
H -3.47900 0.99069 -2.45016
H -3.31662 0.07256 -0.93877
C -2.76503 0.43655 -1.80969
H -0.08221 1.32432 -3.33339
H -1.55551 2.33642 -3.57421
H -2.96950 3.31624 -1.21663
H -1.42545 3.72017 -0.39129
H -0.10897 2.99298 -2.71407
H -2.60419 2.65590 0.41554
C -0.01639 1.70081 1.47627
O -0.25374 2.34921 2.43525
Cl 2.38549 2.24832 -1.19249

Forces on atoms 1 to 2 (eV/Å):
-0.2 0.5 0.5
1.7 1.1 4.0

natural (NBO) atomic charge list, values in e, 5 entries: atom 1 (C): -0.715, atom 2 (C): 0.557, atom 3 (H): 0.286, atom 4 (H): 0.300, atom 5 (H): 0.259